(1)
2 unconnected molecules or ions with the total composition CH4N3, computed with wB97M-V/def2-TZVPD.

Summary:
LUMO in eV: -7.586
Net charge: +1
Highest occupied orbital energy in eV: -13.44

Last column: natural (NBO) charge in e.
Element x y z (Å)
C1 0.124774 -1.099872 1.355957  0.03
N1 -0.333738 1.908264 -1.560401  -0.08
N2 0.102597 -1.007747 0.141784  -0.66
N3 -0.775129 1.305903 -0.776762  0.46
H1 -0.772504 -1.166695 2.052890  0.18
H2 0.891254 -1.042744 -0.482216  0.36
H3 1.041379 -1.053355 1.879164  0.15
H4 -0.278632 2.156246 -2.610416  0.55

Cartesian forces, eV/Å:
-0.2632 0.0418 3.3843
-0.0782 0.5113 -3.5016
-2.3953 0.1791 -3.8472
-0.5992 -0.6561 2.0941
0.6692 0.2404 -1.3724
0.9435 0.0247 0.7897
1.2402 -0.4169 0.9284
0.4831 0.0757 1.5247

***

(2)
A gas-phase ion, H2NO5P2 (charge -1), computed with wB97M-V/def2-TZVPD.

Summary:
LUMO in eV: 3.839
Net charge: -1
Highest occupied orbital energy in eV: -6.22

Last column: natural (NBO) charge in e.
Element x y z (Å)
N1 1.727219 -0.026355 -0.275506  -1.18
O1 -0.624956 1.906221 -0.046945  -1.17
O2 0.520494 -2.469189 0.061935  -1.07
O3 -2.846421 0.602104 0.199841  -1.11
O4 -0.530620 -0.303013 1.161987  -1.08
O5 -0.734155 -0.421317 -1.145039  -1.08
P1 0.385631 -1.018617 -0.024600  2.40
P2 -1.383904 0.698156 0.128815  2.48
H1 1.341524 0.784195 -0.689543  0.42
H2 2.145189 0.247814 0.629053  0.39

Cartesian forces, eV/Å:
0.5012 -1.6290 1.3771
1.2914 2.7572 -0.0854
0.7673 0.0940 0.2492
0.1109 -0.1761 0.3750
0.6203 -0.5137 -0.1354
1.5061 -0.1401 2.4670
-3.6007 1.7384 -1.4911
-0.5419 -3.1947 -1.5333
-0.4387 1.3351 -0.4669
-0.2160 -0.2711 -0.7561

***

(3)
2 unconnected molecules or ions with the total composition C4H8NO3, computed with wB97M-V/def2-TZVPD.

Summary:
LUMO in eV: 4.048
Net charge: -1
Highest occupied orbital energy in eV: -4.70

Last column: natural (NBO) charge in e.
Element x y z (Å)
C1 -1.010341 -1.468631 -1.436191  -0.72
C2 -1.253446 -0.194493 -2.220177  0.67
O1 -1.715751 -0.205754 -3.360920  -0.70
N1 -0.914042 0.939195 -1.581236  -0.84
H1 -1.060282 1.819196 -2.044414  0.37
H2 -0.558862 0.933962 -0.615821  0.45
H3 -1.712460 -2.208772 -1.801427  0.21
H4 -1.180041 -1.301710 -0.371173  0.25
H5 0.023057 -1.785580 -1.552169  0.24
C3 1.777687 0.742806 2.559609  -0.73
C4 0.796582 0.156011 1.538353  0.77
O2 -0.046431 0.967461 1.065444  -0.82
O3 0.882807 -1.064775 1.294019  -0.77
H6 1.299306 0.652919 3.537921  0.20
H7 1.945126 1.804791 2.377496  0.20
H8 2.727097 0.213373 2.610689  0.20

Cartesian forces, eV/Å:
-0.4207 0.4440 0.2094
0.0463 0.1153 -0.1241
-0.0153 -0.0381 -0.0023
0.0662 -0.0016 0.0797
-0.0303 -0.1049 -0.1419
-0.0203 -0.0840 0.2362
0.1025 -0.2559 -0.1661
0.2300 -0.0173 -0.0365
0.0059 -0.1075 -0.0245
-0.0683 0.2201 0.2581
0.0338 -0.4296 -0.1766
0.0018 0.1627 -0.0728
0.0638 0.2174 0.0574
0.0271 0.0239 0.0809
0.0018 -0.0127 -0.0346
-0.0242 -0.1318 -0.1423

***

(4)
A single CH3BrFOP molecule, computed with wB97M-V/def2-TZVPD.

Summary:
LUMO in eV: 0.625
SMILES: COP(F)Br
Highest occupied orbital energy in eV: -9.94

Last column: natural (NBO) charge in e.
Element x y z (Å)
C1 0.862885 0.637082 0.647636  -0.24
O1 0.379010 -0.424780 -0.118771  -0.83
P1 -1.168883 -1.054237 -0.178431  1.40
F1 -0.903183 -2.285039 -1.152768  -0.57
Br1 -2.100022 0.301694 -1.722574  -0.31
H1 -0.002614 1.228340 0.938796  0.18
H2 1.546843 1.260753 0.018605  0.20
H3 1.385964 0.336188 1.567507  0.19

Cartesian forces, eV/Å:
-0.1157 1.3344 0.2442
-1.1697 -2.3326 -1.1114
1.4315 0.8336 0.0709
0.3404 0.4823 0.3721
0.0540 -0.0049 0.1258
0.1853 0.5549 0.2154
-0.6097 -0.5786 0.5053
-0.1160 -0.2892 -0.4222

***

(5)
A molecular structure, C3H5ErMgO3, computed with wB97M-V/def2-TZVPD.

Summary:
LUMO (spin up / spin down) in eV: -5.313 / -5.407
Multiplicity: 5
Net charge: +1
⟨S²⟩: 6.004
Highest occupied orbital energy (spin up / spin down) in eV: -9.98 / -12.13

Last column: Löwdin spin population.
Element x y z (Å)
O1 -1.530092 2.044399 -0.315821  0.00
C1 -2.547937 1.301858 0.084282  0.00
C2 -2.519839 -0.045779 0.102912  0.00
O2 -1.358116 -0.655206 -0.371014  0.00
C3 -0.749116 -1.656488 0.441986  0.01
Er1 0.288307 1.159251 -0.827889  3.12
H1 -3.465200 1.807950 0.415552  0.00
H2 -3.252475 -0.698841 0.574810  0.00
H3 -0.752189 -2.573639 -0.163819  0.00
H4 -1.201637 -1.683717 1.444491  0.00
Mg1 3.943473 0.179097 0.070647  0.69
O3 2.076336 0.149709 0.017766  0.17
H5 0.459669 -1.557194 0.659779  0.00

Cartesian forces, eV/Å:
1.4820 0.0085 -0.4647
-1.6333 -1.2334 0.7068
-0.4008 1.0193 0.7471
1.8105 1.4481 -0.6633
3.1462 -1.3702 0.9070
1.6526 -2.2073 1.3966
0.4287 -0.1154 -0.1551
0.0917 0.2069 -0.4456
-0.6023 -0.0252 0.7206
-0.1431 -0.3417 -0.6246
-0.2843 -0.0933 0.0901
-2.5615 1.9824 -1.4242
-2.9866 0.7213 -0.7906

***

(6)
A single C7H5BrF3NO molecule, computed with wB97M-V/def2-TZVPD.

Summary:
LUMO in eV: -1.381
SMILES: C=C/C(Br)=C\N=C(\C=O)C(F)(F)F
Highest occupied orbital energy in eV: -8.75

Last column: natural (NBO) charge in e.
Element x y z (Å)
C1 0.733924 1.070395 0.316410  -0.35
C2 -0.290986 1.194543 1.206735  -0.26
C3 -0.729731 -0.000985 1.930309  -0.10
Br1 -0.875071 0.157146 3.811232  0.08
C4 -0.765952 -1.269615 1.443665  -0.07
N1 -0.326785 -1.688417 0.241834  -0.30
C5 -0.536805 -1.192795 -0.911613  0.07
C6 0.136141 -1.790928 -2.170029  0.39
O1 1.237458 -2.287876 -2.199224  -0.45
C7 -1.753539 -0.319613 -1.209215  0.93
F1 -2.493656 -0.886620 -2.139047  -0.31
F2 -2.643133 -0.302376 -0.171039  -0.32
F3 -1.404858 0.929767 -1.618632  -0.31
H1 1.360270 0.248143 0.117846  0.21
H2 1.208855 1.822327 -0.257507  0.21
H3 -0.906983 1.979479 1.568232  0.23
H4 -0.939573 -2.187614 1.994246  0.23
H5 -0.464282 -1.582153 -3.030904  0.13

Cartesian forces, eV/Å:
-1.1016 1.7461 1.6602
1.7515 -2.0125 -0.8903
0.6479 -2.1937 -0.1076
-0.2356 0.2135 -0.0085
-0.3369 0.2698 1.3836
1.2229 0.6984 -2.8468
-0.6031 -1.6778 0.4022
1.1235 0.6817 1.4098
-1.2106 0.2974 0.2281
-0.5400 0.3062 1.0302
-0.0404 -0.3424 -1.7948
1.0897 1.0343 -0.1632
-0.6697 -0.8245 0.3430
-0.0970 -1.7535 0.5419
-0.4583 1.6283 -0.2957
0.1339 1.5613 -0.6697
-0.3510 0.6000 0.9685
-0.3252 -0.2327 -1.1909

***

The records above give, respectively, maximum force values of 4.5 4.3 0.6 2.8 3.5 3.2 eV/Å.